Computed, not measured: 2 unconnected molecules or ions with the total composition CH3O3 in a non-equilibrium geometry, with ωB97M-V/def2-TZVPD.

Total charge = 0
Spin multiplicity = 4
Orbital gap (alpha / beta) = 7.9 / 8.2 eV
F_max = 3.6 eV/Å
Total energy = -265.2697 hartree
Energy above the lowest of the compared OMol25 structures with the same formula, charge and spin = 82.7 kcal per mole
HOMO level (alpha / beta) = -7.56 / -10.70 eV
E_LUMO (alpha / beta) = 0.013 / -0.092 Eh

Cartesian coordinates (Å):
O1 -0.041 2.038 3.871
O2 1.462 2.269 3.871
H1 -0.249 1.081 3.871
C1 -1.744 -2.915 3.871
H2 -2.158 -2.638 4.938
H3 -2.158 -2.638 2.804
O3 -0.495 -3.164 3.871